Here is a single C5H7N molecule in a non-equilibrium geometry from OMol25. Energies are from ωB97M-V/def2-TZVPD.

XYZ file:
```
13
Properties=species:S:1:pos:R:3:mulliken_charge:R:1
N 1.02867 1.11336 1.59342 -0.596
C 0.35331 0.05656 1.69686 -0.165
C 0.05524 -0.63464 0.53692 -0.551
C 1.21178 -0.20436 -0.86232 -0.459
C -0.05232 -0.18059 -0.80942 0.533
C -1.14734 -0.05337 -1.72597 -1.056
H -1.76870 -0.95302 -1.70212 0.300
H 2.18117 0.18790 -0.65372 0.402
H -1.78133 0.76632 -1.37264 0.291
H -0.39820 -1.58889 0.79334 0.330
H -0.80134 0.16131 -2.73530 0.331
H 0.05143 -0.20374 2.71447 0.409
H 1.06763 1.53316 2.52646 0.232
```

Results
relative energy (zero: lowest compared OMol25 entry of this formula, charge and spin): 4.606 eV
structure (SMILES): [H]/N=C/[C@@H]1C=C1C
HOMO level: -0.2944 Eh

Here is a molecular structure, C5H7N from OMol25. Energies are from ωB97M-V/def2-TZVPD.

XYZ file:
```
13
Properties=species:S:1:pos:R:3:mulliken_charge:R:1
N 1.08333 -1.07177 0.43856 -0.578
C 1.13852 -0.39422 -0.82501 -0.342
C 0.95468 0.29995 0.62649 -0.117
C -0.01152 0.38786 -1.08204 -0.160
C -1.40915 -0.44934 0.52229 -1.327
C -0.50892 0.71393 0.28768 -0.002
H -0.21455 0.89787 -2.02419 0.368
H -0.72619 1.75719 0.54736 0.392
H 1.95773 -0.57969 -1.50955 0.368
H -0.04135 -1.35696 0.47550 0.454
H -1.63594 -0.70038 1.56299 0.318
H -2.29805 -0.43559 -0.10572 0.281
H 1.71142 0.93116 1.08563 0.345
```

Results
relative energy (zero: lowest compared OMol25 entry of this formula, charge and spin): 6.294 eV
HOMO level (spin up / spin down): -0.2604 / -0.2604 Eh

Here is a molecular structure, C5H7N from OMol25. Energies are from ωB97M-V/def2-TZVPD.

XYZ file:
```
13
Properties=species:S:1:pos:R:3:mulliken_charge:R:1
N 0.21332 -0.54366 1.07394 -0.346
C 0.54391 -1.50638 -0.00751 -0.427
C -1.38364 0.46070 0.71564 -0.182
C -0.07787 1.36039 -1.19239 -0.678
C 1.27845 -0.29467 0.33580 -0.189
C -1.07129 1.15898 -0.41838 0.121
H 2.25567 0.07860 0.61927 0.382
H 0.85156 0.67422 -0.75361 0.002
H 0.15523 1.95676 -2.06185 0.327
H 0.83582 -2.50851 0.31159 0.246
H -2.06403 -0.38535 0.63857 0.250
H -0.06761 -1.46295 -0.91181 0.246
H -1.46952 1.01187 1.65072 0.248
```

Results
relative energy (zero: lowest compared OMol25 entry of this formula, charge and spin): 5.716 eV
HOMO level: -0.3246 Eh

Here is a single C5H7N molecule in a non-equilibrium geometry from OMol25. Energies are from ωB97M-V/def2-TZVPD.

XYZ file:
```
13
Properties=species:S:1:pos:R:3:mulliken_charge:R:1
N 0.30811 0.54265 0.20691 -0.196
C 1.33633 -0.31351 -0.28774 -0.261
C -0.20348 -0.57117 -0.52519 -0.340
C -0.10527 1.84030 -0.23937 -0.902
C -1.24503 -2.29475 1.20914 0.323
C -0.83158 -1.53588 0.37058 -0.833
H -0.03257 2.10589 -1.31321 0.318
H -0.84037 -0.30403 -1.38584 0.337
H -1.16608 1.88955 0.03645 0.329
H -1.58348 -2.99513 1.94035 0.402
H 0.45571 2.54469 0.36651 0.311
H 1.71685 -0.98018 0.49650 0.221
H 2.19086 0.07158 -0.87508 0.291
```

Results
relative energy (zero: lowest compared OMol25 entry of this formula, charge and spin): 4.030 eV
structure (SMILES): C#C[C@@H]1CN1C
HOMO level: -0.3210 Eh

Here is a single C5H7N molecule in a non-equilibrium geometry from OMol25. Energies are from ωB97M-V/def2-TZVPD.

XYZ file:
```
13
Properties=species:S:1:pos:R:3:mulliken_charge:R:1
N 0.21904 -0.62171 -0.59296 -0.302
C -1.50103 -1.11021 0.30098 -0.182
C -1.79188 0.12108 -0.02552 -0.507
C 1.46637 -1.02629 0.01541 -0.888
C -0.40868 0.66998 -0.19436 0.619
C 0.23120 1.91172 -0.16459 -0.899
H -2.06471 -2.00275 0.64470 0.322
H 1.74402 -0.85707 1.05275 0.268
H -0.23936 2.83679 0.01747 0.331
H 1.33297 1.88242 -0.24737 0.174
H 2.17179 -0.35126 -0.59570 0.343
H 1.59555 -2.00189 -0.27936 0.348
H -2.75527 0.54920 0.06855 0.373
```

Results
relative energy (zero: lowest compared OMol25 entry of this formula, charge and spin): 5.313 eV
HOMO level: -0.3091 Eh

Here is a single C5H7N molecule from OMol25. Energies are from ωB97M-V/def2-TZVPD.

XYZ file:
```
13
Properties=species:S:1:pos:R:3:mulliken_charge:R:1
N -0.26597 -1.11387 -0.01287 -0.102
C 0.60132 -0.01273 0.12052 0.654
C -1.57811 -0.70613 -0.06522 -0.461
C -1.62608 0.65876 -0.01958 -0.420
C 2.00978 -0.13982 0.41370 -1.032
C -0.29158 1.13028 0.09413 -0.748
H 0.84596 0.42179 -0.93459 0.162
H -2.51744 1.26687 -0.09661 0.391
H 2.56777 0.78468 0.52124 0.293
H 0.04518 -2.05852 0.13960 0.223
H 0.05430 2.15569 0.10376 0.411
H -2.37616 -1.42525 -0.19548 0.389
H 2.53103 -0.96175 -0.06861 0.239
```

Results
relative energy (zero: lowest compared OMol25 entry of this formula, charge and spin): 4.130 eV
HOMO level (spin up / spin down): -0.2170 / -0.2427 Eh

Number 1: energy -6783.9063 eV. Number 2: energy -6782.2182 eV. Number 3: energy -6782.7962 eV. Number 4: energy -6784.4828 eV. Number 5: energy -6783.1994 eV. Number 6: energy -6784.3826 eV.